C6H12 | ωB97M-V/def2-TZVPD

Last column: natural (NBO) charge in e.
Atoms and positions in Å:
C1 -0.13 0.09 -2.41  -0.61
C2 -0.03 0.64 -0.81  -0.44
C3 -0.27 -0.56 0.15  -0.02
C4 -1.32 -1.22 -0.25  -0.41
C5 0.59 -0.59 1.44  -0.43
C6 0.96 0.90 2.04  -0.60
H1 0.58 -0.78 -2.45  0.22
H2 -1.25 0.02 -2.49  0.21
H3 0.14 0.93 -3.12  0.20
H4 -1.00 1.21 -0.89  0.21
H5 0.94 1.29 -0.67  0.21
H6 -2.08 -0.95 -1.03  0.21
H7 -1.83 -2.06 0.39  0.19
H8 -0.14 -1.30 2.13  0.22
H9 1.67 -1.09 1.32  0.22
H10 0.04 1.10 2.55  0.22
H11 1.82 0.84 2.86  0.21
H12 1.32 1.51 1.26  0.21

Values from the calculation:
lowest unoccupied orbital energy: 1.0 eV
molar mass: 84.2 g/mol
max |F|: 5.7 eV/Å
SMILES: C=C(CC)CC
highest occupied orbital energy: -9.179 eV
energy above the lowest of the compared OMol25 structures with the same formula, charge and spin: 3.604 eV


C36H104N16O12 | ωB97M-V/def2-TZVPD

Last column: Mulliken charge in e.
Atoms and positions in Å:
C1 2.78 3.27 5.62  -1.51
C2 1.25 3.35 5.36  0.44
C3 0.85 4.37 4.32  -0.77
O1 1.38 3.83 3.11  -0.14
C4 0.85 4.34 1.90  -0.52
N1 0.57 2.07 5.01  -0.02
H1 2.96 2.73 6.56  0.43
H2 3.09 4.29 5.73  0.49
H3 3.45 2.78 4.88  0.15
H4 0.84 3.74 6.28  0.35
H5 1.28 5.34 4.44  0.43
H6 -0.24 4.46 4.06  0.24
H7 0.80 5.49 1.80  0.34
H8 -0.13 3.96 1.63  0.11
H9 1.54 4.00 1.06  0.09
H10 0.83 1.92 4.02  -0.12
H11 1.11 1.38 5.58  0.08
C5 -4.84 0.77 3.84  -1.79
C6 -3.52 1.35 4.28  1.82
C7 -3.38 2.83 4.13  -0.25
O2 -4.37 3.44 4.91  -0.44
C8 -4.96 4.55 4.20  -0.72
N2 -3.22 0.99 5.72  -0.69
H12 -4.91 -0.31 4.10  0.43
H13 -4.91 0.67 2.71  0.18
H14 -5.63 1.42 4.12  0.44
H15 -2.68 0.98 3.65  -0.58
H16 -3.45 3.06 3.07  0.12
H17 -2.36 3.10 4.40  0.01
H18 -4.27 5.37 4.32  0.31
H19 -5.90 4.80 4.72  0.28
H20 -5.15 4.22 3.21  0.30
H21 -3.70 1.69 6.32  0.32
H22 -2.20 1.16 5.85  0.25
C9 1.47 -2.87 4.97  -1.59
C10 0.78 -1.78 4.21  1.29
C11 -0.44 -1.14 4.88  -0.03
O3 -1.49 -2.05 5.20  -0.44
C12 -2.41 -2.14 4.12  -0.06
N3 1.71 -0.66 3.87  0.19
H23 2.32 -3.24 4.40  0.19
H24 0.79 -3.70 5.27  0.35
H25 1.95 -2.42 5.86  0.38
H26 0.33 -2.26 3.37  -0.36
H27 -0.91 -0.37 4.23  -0.06
H28 -0.16 -0.63 5.84  0.14
H29 -2.83 -1.15 3.82  -0.31
H30 -3.29 -2.58 4.49  0.42
H31 -1.98 -2.69 3.27  0.22
H32 2.10 -0.29 4.76  0.34
H33 2.51 -1.03 3.40  -0.64
C13 8.64 1.30 0.09  -1.39
C14 7.41 2.18 0.02  0.42
C15 6.20 1.33 0.27  -0.31
O4 5.08 2.17 0.39  -0.53
C16 3.97 1.39 0.74  -0.17
N4 7.53 3.25 1.00  -0.78
H34 8.86 0.91 1.09  0.32
H35 9.50 1.85 -0.28  0.37
H36 8.37 0.48 -0.57  0.34
H37 7.40 2.69 -1.00  0.30
H38 6.35 0.72 1.22  0.07
H39 6.08 0.60 -0.54  0.25
H40 3.12 1.94 0.51  0.09
H41 3.99 1.21 1.82  0.24
H42 3.92 0.47 0.20  0.08
H43 7.61 2.81 1.90  0.29
H44 6.61 3.72 1.06  0.32
C17 3.43 2.21 -4.06  -1.43
C18 2.50 1.00 -3.95  0.66
C19 1.00 1.23 -3.65  0.14
O5 0.32 1.79 -4.76  -0.53
C20 -1.09 1.45 -4.73  -0.48
N5 2.45 0.10 -5.08  -0.59
H45 3.39 2.80 -4.93  0.34
H46 4.45 1.80 -3.91  0.36
H47 3.16 2.84 -3.17  0.30
H48 2.67 0.39 -3.08  0.09
H49 0.96 1.85 -2.74  0.26
H50 0.54 0.30 -3.33  -0.34
H51 -1.30 0.53 -5.29  0.30
H52 -1.63 2.28 -5.25  0.29
H53 -1.41 1.52 -3.68  0.17
H54 3.36 -0.27 -5.24  0.24
H55 2.10 0.57 -5.91  0.23
C21 2.76 -2.18 0.51  0.13
C22 4.22 -2.64 0.67  0.73
C23 4.62 -2.85 2.09  -0.86
O6 4.80 -1.53 2.68  0.04
C24 5.24 -1.66 3.97  -0.89
N6 4.64 -3.85 -0.07  -0.76
H56 2.56 -1.91 -0.56  -0.38
H57 2.55 -1.27 1.10  -0.22
H58 2.04 -2.93 0.83  0.61
H59 4.96 -1.88 0.40  -0.36
H60 5.63 -3.27 2.03  0.54
H61 3.87 -3.50 2.60  0.10
H62 6.14 -2.30 4.00  0.32
H63 4.50 -2.00 4.70  0.18
H64 5.51 -0.67 4.29  0.29
H65 4.41 -3.73 -1.05  0.29
H66 4.19 -4.69 0.24  0.31
C25 -2.25 -2.42 -0.21  -1.72
C26 -1.28 -1.91 -1.24  2.20
C27 -0.22 -1.05 -0.61  -0.79
O7 -0.84 -0.04 0.14  0.88
C28 0.01 0.91 0.78  0.24
N7 -0.61 -2.95 -2.02  -0.19
H67 -3.09 -2.98 -0.73  0.27
H68 -2.54 -1.51 0.36  0.32
H69 -1.73 -2.98 0.54  0.40
H70 -1.87 -1.17 -1.86  -0.83
H71 0.47 -0.67 -1.38  0.07
H72 0.30 -1.69 0.11  -0.48
H73 0.60 1.50 0.08  -0.05
H74 0.72 0.52 1.58  -0.13
H75 -0.77 1.57 1.27  -0.23
H76 0.37 -2.87 -1.91  -0.18
H77 -0.86 -3.93 -1.82  0.17
C29 -6.60 -0.51 -3.50  -1.46
C30 -5.57 0.61 -3.28  1.26
C31 -5.20 1.27 -4.61  -0.56
O8 -6.38 1.93 -5.12  -0.40
C32 -5.95 3.06 -5.87  -0.86
N8 -5.99 1.69 -2.32  -0.46
H78 -6.94 -0.94 -2.56  0.43
H79 -6.12 -1.34 -4.02  0.21
H80 -7.45 -0.11 -4.04  0.36
H81 -4.61 0.14 -2.87  -0.75
H82 -4.82 0.53 -5.36  0.46
H83 -4.45 2.05 -4.36  0.43
H84 -6.69 3.40 -6.55  0.33
H85 -5.11 2.83 -6.51  0.33
H86 -5.66 3.95 -5.30  0.31
H87 -6.41 1.26 -1.49  0.20
H88 -6.78 2.17 -2.69  0.28
C33 -3.19 -2.39 -4.67  0.42
O9 -3.90 -1.87 -5.54  -0.70
N9 -3.63 -3.13 -3.62  0.13
N10 -1.82 -2.26 -4.65  -0.01
H89 -4.57 -3.47 -3.57  0.25
H90 -2.85 -3.58 -3.12  -0.05
H91 -1.43 -1.41 -5.04  0.28
H92 -1.31 -2.44 -3.78  -0.06
C34 2.37 -3.72 -3.20  0.26
O10 3.07 -3.10 -2.39  -0.62
N11 2.06 -4.99 -2.90  -0.20
N12 1.83 -3.04 -4.29  -0.25
H93 2.77 -5.42 -2.29  0.21
H94 1.43 -5.60 -3.40  0.18
H95 1.09 -3.45 -4.86  0.10
H96 1.93 -1.99 -4.42  0.16
C35 -3.11 2.76 -0.25  0.26
O11 -2.46 2.90 0.76  -0.44
N13 -3.02 1.71 -1.09  0.39
N14 -3.98 3.74 -0.75  -0.56
H97 -2.43 0.98 -0.73  -0.38
H98 -3.62 1.59 -1.88  0.00
H99 -4.48 4.26 -0.06  0.28
H100 -4.62 3.43 -1.51  0.24
C36 -1.67 -5.86 -4.49  0.59
O12 -1.74 -5.25 -3.39  -0.68
N15 -2.34 -7.04 -4.68  -0.46
N16 -0.97 -5.41 -5.58  -0.39
H101 -2.45 -7.51 -5.53  0.14
H102 -2.94 -7.39 -3.95  0.23
H103 -1.04 -4.43 -5.76  0.25
H104 -1.06 -5.91 -6.45  0.24

Values from the calculation:
lowest unoccupied orbital energy: 0.1 eV
molar mass: 953.3 g/mol
max |F|: 3.0 eV/Å
SMILES: COC[C@H](C)N.COC[C@H](C)N.COC[C@H](C)N.COC[C@H](C)N.COC[C@H](C)N.COC[C@H](C)N.COC[C@H](C)N.COC[C@H](C)N.NC(N)=O.NC(N)=O.NC(N)=O.NC(N)=O
highest occupied orbital energy: -8.484 eV
energy above the lowest of the compared OMol25 structures with the same formula, charge and spin: 1.663 eV


C7H13NO2 | ωB97M-V/def2-TZVPD

Last column: natural (NBO) charge in e.
Atoms and positions in Å:
C1 1.20 -1.60 0.42  -0.42
C2 -2.45 -0.49 0.12  -0.71
C3 1.06 1.25 1.66  -0.71
C4 -0.34 0.88 -1.99  -0.65
N1 0.10 -0.71 0.04  -0.41
C5 -1.14 -0.92 0.74  0.72
C6 0.06 0.97 0.59  -0.08
C7 0.48 0.65 -0.74  0.37
O1 1.85 0.79 -1.02  -0.70
O2 -1.12 -1.62 1.73  -0.61
H1 2.01 0.62 -1.96  0.48
H2 2.08 -1.47 -0.20  0.22
H3 1.49 -1.49 1.46  0.21
H4 0.84 -2.62 0.29  0.22
H5 -2.58 0.59 0.13  0.25
H6 -3.25 -0.93 0.72  0.24
H7 -2.53 -0.86 -0.90  0.22
H8 0.78 0.73 2.58  0.24
H9 0.97 2.32 1.88  0.25
H10 2.11 1.04 1.42  0.20
H11 -0.17 1.90 -2.34  0.23
H12 -0.05 0.19 -2.79  0.21
H13 -1.40 0.76 -1.82  0.24

Values from the calculation:
lowest unoccupied orbital energy: 0.6 eV
molar mass: 143.2 g/mol
max |F|: 0.9 eV/Å
highest occupied orbital energy: -7.779 eV
energy above the lowest of the compared OMol25 structures with the same formula, charge and spin: 4.356 eV